Record 1
{"formula": "C46H26F4N4PPtTe", "method": "the ωB97M-V functional and the def2-TZVPD basis", "total_charge": 3, "fmax_ev_per_a": 0.902, "e_lumo_ha": [-0.37993, -0.37978], "homo_energy_ev": [-16.168, -16.172], "de_lowest_kcal_mol": 0.0, "gap_ha": [0.214, 0.215], "species": ["Pt", "C", "C", "C", "C", "C", "C", "P", "C", "C", "C", "C", "C", "C", "C", "C", "C", "C", "C", "C", "C", "C", "C", "C", "H", "H", "H", "H", "H", "H", "H", "H", "H", "H", "H", "H", "H", "H", "H", "H", "F", "C", "C", "F", "C", "C", "C", "F", "C", "C", "C", "N", "C", "N", "F", "C", "C", "N", "C", "N", "Te", "C", "C", "C", "C", "C", "C", "C", "C", "C", "C", "C", "C", "H", "H", "H", "H", "H", "H", "H", "H", "H", "H"], "xyz": [[-1.133, -0.078, -0.155], [0.749, -1.689, 5.617], [0.756, -2.591, 4.555], [0.049, -2.308, 3.402], [-0.654, -1.100, 3.315], [-0.671, -0.194, 4.384], [0.034, -0.499, 5.536], [-1.679, -0.801, 1.916], [-2.147, 0.939, 1.724], [-3.454, 1.322, 1.344], [-3.744, 2.656, 1.139], [-2.749, 3.619, 1.297], [-1.451, 3.263, 1.653], [-1.141, 1.933, 1.874], [-2.967, -1.955, 1.642], [-3.633, -2.665, 2.619], [-4.704, -3.492, 2.247], [-5.075, -3.597, 0.930], [-4.395, -2.898, -0.098], [-4.746, -3.002, -1.467], [-4.056, -2.305, -2.417], [-2.959, -1.481, -2.064], [-2.613, -1.383, -0.747], [-3.310, -2.072, 0.272], [1.296, -1.924, 6.520], [1.303, -3.520, 4.641], [0.015, -3.028, 2.587], [-1.234, 0.729, 4.324], [0.021, 0.186, 6.372], [-4.222, 0.566, 1.227], [-4.746, 2.956, 0.864], [-2.992, 4.663, 1.144], [-0.694, 4.024, 1.780], [-0.144, 1.650, 2.200], [-3.346, -2.583, 3.660], [-5.241, -4.041, 3.008], [-5.905, -4.237, 0.656], [-5.573, -3.641, -1.751], [-4.330, -2.375, -3.461], [-2.452, -0.925, -2.842], [0.698, 3.638, -1.195], [1.491, 3.993, -2.211], [2.233, 5.113, -2.111], [2.144, 5.826, -1.012], [3.138, 5.528, -3.163], [3.207, 4.630, -4.299], [2.471, 3.499, -4.372], [2.553, 2.742, -5.453], [1.560, 3.119, -3.337], [0.793, 1.961, -3.411], [-0.203, 1.639, -2.481], [-1.123, 1.305, -1.850], [1.008, 0.891, -4.340], [1.251, -0.042, -4.966], [3.988, 4.937, -5.302], [3.870, 6.680, -3.091], [3.802, 7.582, -1.984], [3.789, 8.334, -1.115], [4.785, 7.101, -4.104], [5.564, 7.469, -4.865], [0.329, -1.738, -1.462], [2.035, -0.646, -0.922], [2.945, -0.374, -1.940], [4.104, 0.329, -1.637], [4.336, 0.767, -0.338], [3.416, 0.505, 0.670], [2.262, -0.211, 0.385], [0.617, -3.495, -0.384], [1.528, -3.608, 0.664], [1.722, -4.852, 1.243], [1.011, -5.956, 0.781], [0.116, -5.831, -0.273], [-0.084, -4.596, -0.871], [2.773, -0.715, -2.955], [4.833, 0.514, -2.415], [5.249, 1.298, -0.104], [3.610, 0.839, 1.680], [1.562, -0.445, 1.181], [2.117, -2.757, 0.988], [2.444, -4.970, 2.040], [1.176, -6.926, 1.232], [-0.416, -6.697, -0.644], [-0.768, -4.507, -1.707]], "forces_ev_per_angstrom": [[-0.615, -0.032, -0.040], [-0.010, 0.006, -0.029], [0.017, 0.013, 0.017], [-0.116, -0.131, -0.066], [-0.090, 0.102, 0.036], [0.125, 0.008, 0.003], [0.022, -0.009, -0.019], [0.132, 0.222, -0.125], [-0.130, -0.005, 0.233], [0.088, -0.078, -0.056], [0.008, -0.016, 0.012], [0.008, 0.022, -0.001], [-0.025, -0.053, 0.012], [0.020, -0.081, -0.087], [0.015, -0.046, -0.051], [0.007, 0.014, -0.018], [-0.015, -0.019, 0.054], [-0.036, -0.028, -0.053], [0.050, 0.036, 0.018], [-0.015, -0.011, 0.020], [0.018, -0.017, -0.042], [-0.108, 0.041, 0.086], [0.138, 0.105, 0.061], [0.050, 0.029, -0.095], [-0.001, 0.002, 0.002], [-0.006, -0.009, -0.003], [0.005, 0.129, 0.147], [-0.021, -0.037, 0.036], [-0.003, -0.008, 0.004], [-0.012, 0.012, 0.004], [-0.001, -0.016, 0.005], [0.003, -0.004, -0.001], [0.008, -0.007, -0.001], [-0.020, 0.017, -0.020], [0.002, 0.015, 0.000], [0.005, -0.007, -0.005], [0.002, 0.004, 0.003], [-0.003, 0.010, -0.005], [-0.019, -0.009, 0.009], [0.053, -0.011, 0.015], [-0.012, 0.055, 0.044], [0.068, 0.066, -0.004], [-0.039, -0.009, 0.082], [0.004, 0.037, -0.024], [0.031, 0.034, 0.008], [-0.006, 0.028, -0.088], [-0.035, -0.019, -0.027], [0.001, -0.026, 0.038], [-0.011, -0.071, -0.113], [0.080, -0.110, 0.021], [-0.652, 0.245, -0.088], [0.782, -0.394, 0.218], [0.276, 0.166, -0.052], [-0.205, -0.071, 0.015], [0.001, -0.003, 0.039], [-0.007, 0.049, 0.002], [0.007, -0.004, 0.008], [-0.005, 0.004, 0.001], [0.050, -0.053, 0.007], [-0.026, 0.032, -0.007], [0.288, -0.048, -0.161], [0.056, 0.000, -0.079], [-0.002, -0.049, -0.035], [0.029, 0.020, 0.079], [-0.001, -0.013, -0.051], [-0.006, -0.021, -0.016], [-0.125, 0.061, 0.047], [-0.081, 0.025, 0.119], [0.166, 0.109, -0.151], [-0.044, -0.067, -0.060], [0.019, 0.028, 0.008], [-0.017, -0.012, -0.003], [-0.084, -0.027, 0.105], [0.016, -0.010, 0.038], [0.001, 0.001, 0.002], [0.000, 0.011, -0.012], [-0.008, -0.005, 0.006], [0.016, -0.013, 0.012], [-0.083, -0.107, 0.013], [0.017, 0.017, 0.003], [-0.002, -0.003, -0.003], [0.009, -0.010, 0.006], [0.002, 0.006, -0.005]]}



Record 2
{"formula": "C48H44AuClN4OP2S", "method": "the ωB97M-V functional and the def2-TZVPD basis", "total_charge": 2, "fmax_ev_per_a": 1.297, "e_lumo_ha": -0.24755, "homo_energy_ev": -10.362, "de_lowest_kcal_mol": 27.6, "gap_ha": 0.133, "species": ["Au", "O", "C", "C", "C", "C", "C", "C", "P", "C", "C", "C", "C", "C", "C", "C", "C", "C", "C", "C", "C", "C", "C", "C", "C", "C", "C", "P", "C", "C", "C", "C", "C", "C", "C", "C", "C", "C", "C", "C", "H", "H", "H", "H", "H", "H", "H", "H", "H", "H", "H", "H", "H", "H", "H", "H", "H", "H", "H", "H", "H", "H", "H", "H", "H", "H", "H", "H", "Cl", "C", "H", "H", "C", "N", "C", "C", "N", "C", "H", "H", "H", "H", "H", "H", "N", "C", "S", "N", "C", "C", "C", "C", "C", "C", "H", "H", "H", "H", "H", "H", "H", "H"], "xyz": [[-0.311, -2.058, 0.741], [-0.797, 4.559, 1.260], [-0.014, 5.209, 0.339], [-0.018, 6.582, 0.177], [0.908, 7.154, -0.680], [1.841, 6.362, -1.347], [1.817, 4.991, -1.181], [0.854, 4.408, -0.354], [0.723, 2.643, -0.111], [1.090, 1.831, -1.645], [1.447, 0.474, -1.636], [1.631, -0.198, -2.831], [1.438, 0.461, -4.040], [1.040, 1.795, -4.054], [0.858, 2.477, -2.868], [1.877, 2.179, 1.160], [1.493, 2.442, 2.482], [2.334, 2.099, 3.521], [3.555, 1.491, 3.250], [3.940, 1.241, 1.939], [3.107, 1.582, 0.888], [-2.143, 4.634, 1.122], [-2.865, 5.675, 1.679], [-4.241, 5.688, 1.536], [-4.886, 4.661, 0.855], [-4.151, 3.610, 0.340], [-2.760, 3.587, 0.472], [-1.798, 2.135, -0.067], [-2.176, 1.873, -1.787], [-1.841, 0.633, -2.345], [-2.030, 0.409, -3.694], [-2.540, 1.423, -4.502], [-2.854, 2.661, -3.956], [-2.671, 2.893, -2.604], [-2.553, 0.764, 0.824], [-3.730, 0.174, 0.357], [-4.405, -0.728, 1.152], [-3.913, -1.062, 2.407], [-2.722, -0.519, 2.858], [-2.040, 0.387, 2.066], [-0.713, 7.196, 0.731], [0.922, 8.228, -0.807], [2.582, 6.816, -1.990], [2.535, 4.368, -1.700], [1.588, -0.054, -0.700], [1.932, -1.237, -2.816], [1.595, -0.065, -4.972], [0.874, 2.306, -4.993], [0.540, 3.511, -2.893], [0.543, 2.921, 2.686], [2.042, 2.304, 4.541], [4.213, 1.220, 4.064], [4.899, 0.787, 1.733], [3.418, 1.396, -0.130], [-2.350, 6.447, 2.233], [-4.815, 6.497, 1.966], [-5.960, 4.675, 0.743], [-4.657, 2.797, -0.165], [-1.427, -0.146, -1.714], [-1.771, -0.547, -4.126], [-2.689, 1.246, -5.558], [-3.250, 3.447, -4.585], [-2.922, 3.858, -2.182], [-4.124, 0.438, -0.616], [-5.334, -1.157, 0.800], [-4.465, -1.746, 3.039], [-2.329, -0.785, 3.828], [-1.123, 0.834, 2.433], [1.367, -1.915, 3.371], [1.283, -1.187, 1.708], [2.246, -1.371, 1.240], [1.148, -0.124, 1.853], [-5.085, -4.924, 0.504], [-3.993, -4.080, 0.039], [-3.827, -3.597, -1.231], [-2.660, -2.895, -1.222], [-2.119, -2.944, 0.038], [-2.943, -3.664, 0.769], [-6.032, -4.520, 0.153], [-5.086, -4.936, 1.591], [-4.964, -5.940, 0.132], [-4.537, -3.795, -2.015], [-2.182, -2.368, -2.028], [-2.816, -3.898, 1.813], [1.938, -4.609, 1.057], [1.846, -4.535, -0.270], [1.174, -3.194, -1.091], [2.320, -5.551, -1.009], [2.994, -6.705, -0.486], [2.392, -7.950, -0.592], [3.055, -9.068, -0.106], [4.299, -8.934, 0.493], [4.893, -7.684, 0.597], [4.247, -6.563, 0.098], [1.660, -3.838, 1.645], [2.361, -5.415, 1.490], [2.138, -5.504, -1.998], [1.417, -8.041, -1.054], [2.596, -10.043, -0.193], [4.811, -9.808, 0.874], [5.870, -7.583, 1.051], [4.714, -5.587, 0.143]], "forces_ev_per_angstrom": [[-0.572, 0.394, 0.387], [0.925, -0.066, 0.640], [-0.139, 0.603, 0.200], [0.005, 0.179, 0.004], [-0.001, -0.099, 0.008], [-0.075, -0.023, 0.125], [0.173, -0.138, -0.238], [-0.032, -0.245, -0.369], [-0.351, -0.337, -0.795], [-0.101, -0.265, -0.187], [0.040, 0.143, 0.196], [0.073, -0.023, -0.200], [-0.023, 0.150, 0.144], [0.084, -0.147, -0.140], [-0.044, 0.150, 0.196], [-0.730, -0.190, 0.684], [-0.053, 0.044, -0.089], [0.088, -0.011, 0.073], [-0.023, 0.003, -0.087], [0.054, 0.137, 0.156], [-0.050, -0.014, -0.339], [-0.773, 0.221, 0.104], [-0.058, 0.084, 0.025], [-0.006, 0.033, 0.010], [0.074, -0.030, -0.017], [-0.089, -0.288, -0.147], [0.206, -0.173, -0.130], [-0.390, 0.394, -0.034], [0.441, 0.077, -0.248], [0.026, -0.076, 0.175], [-0.083, 0.078, -0.133], [0.037, -0.033, 0.123], [-0.077, -0.035, -0.080], [0.093, 0.104, 0.151], [0.795, -0.156, 0.587], [0.042, 0.206, -0.484], [-0.099, -0.003, 0.071], [0.019, 0.049, 0.064], [-0.115, 0.032, 0.129], [0.073, 0.335, -0.042], [-0.007, 0.019, 0.006], [-0.004, 0.000, -0.008], [0.013, -0.008, 0.001], [0.001, 0.028, -0.010], [-0.060, -0.082, -0.029], [-0.014, -0.034, 0.049], [-0.006, -0.008, -0.002], [0.009, -0.001, -0.003], [-0.006, -0.027, -0.009], [0.008, -0.020, 0.035], [-0.006, -0.018, 0.012], [-0.009, -0.031, 0.006], [-0.004, -0.018, -0.018], [0.007, -0.044, 0.004], [0.002, 0.012, 0.007], [-0.006, -0.001, 0.000], [-0.005, -0.019, -0.011], [-0.031, 0.008, 0.024], [-0.017, -0.049, 0.031], [-0.001, -0.040, 0.008], [0.003, 0.004, -0.003], [-0.009, -0.002, -0.001], [0.022, 0.003, -0.017], [-0.011, -0.059, 0.001], [0.009, -0.007, -0.038], [0.005, -0.022, -0.007], [0.053, -0.035, -0.013], [0.057, -0.083, 0.014], [0.266, 0.078, 0.227], [-0.571, -0.015, 0.024], [0.080, -0.038, 0.001], [0.192, 0.129, 0.247], [0.030, -0.004, -0.025], [-0.030, -0.027, 0.115], [0.035, 0.073, -0.089], [-0.082, -0.023, 0.044], [0.049, 0.096, 0.018], [-0.048, -0.045, -0.057], [-0.008, -0.010, 0.008], [0.006, -0.015, -0.002], [-0.016, -0.006, 0.010], [-0.001, -0.017, -0.006], [0.052, -0.061, -0.021], [0.011, -0.019, 0.013], [0.108, -0.170, 0.010], [-0.058, 0.436, -0.529], [0.658, -0.783, -0.798], [0.094, -0.264, 0.367], [-0.133, 0.102, -0.077], [0.092, -0.053, 0.061], [-0.028, 0.006, -0.023], [0.017, -0.016, 0.012], [-0.005, 0.026, -0.011], [0.024, -0.101, 0.019], [-0.059, 0.035, -0.100], [0.005, 0.001, 0.033], [-0.016, 0.134, -0.011], [-0.009, 0.019, 0.002], [0.003, -0.003, 0.005], [0.001, -0.003, 0.003], [-0.001, -0.005, 0.003], [-0.022, 0.016, 0.004]]}



Record 3
{"formula": "C3H3ClO", "method": "the ωB97M-V functional and the def2-TZVPD basis", "total_charge": 0, "fmax_ev_per_a": 5.268, "e_lumo_ha": -0.02074, "homo_energy_ev": -10.441, "de_lowest_kcal_mol": 23.8, "gap_ha": 0.363, "species": ["C", "C", "C", "H", "H", "H", "O", "Cl"], "xyz": [[-0.089, 0.544, 0.007], [-0.121, 1.885, -0.037], [-1.317, -0.084, 0.062], [-1.150, 1.994, -0.336], [0.688, 2.511, 0.115], [-2.091, 0.676, 0.390], [-1.487, -1.291, -0.057], [1.389, -0.525, 0.006]], "forces_ev_per_angstrom": [[5.141, 1.133, -0.204], [-1.008, -3.306, -0.216], [-3.051, -3.591, 0.445], [-0.103, 2.236, 0.436], [1.125, 1.436, -0.286], [-0.233, -1.083, -0.598], [-0.374, 1.821, 0.217], [-1.497, 1.355, 0.205]]}